Record 1
DFT (the ωB97M-V functional and the def2-TZVPD basis) results for C5H6O2 as an isolated structure.

Geometry as XYZ:
```
13
C5H6O2 (the ωB97M-V functional and the def2-TZVPD basis)
O 0.71 1.15 -0.43
O -2.63 0.37 -1.36
C 0.53 -0.39 1.37
C -0.29 0.25 -0.93
C 0.23 -0.87 -0.04
C 1.37 0.07 0.23
C -1.69 0.74 -0.70
H -0.11 0.01 -1.99
H 0.88 -1.20 2.01
H -1.79 1.46 0.13
H -0.06 0.37 1.88
H 2.44 0.05 0.03
H 0.20 -1.93 -0.28
```

Results
DFT total energy   -344.5011 a.u.
M   98.1 g/mol
Max |F|   0.55 eV/A
E_HOMO   -9.8 eV
Relative energy (zero: lowest compared OMol25 entry of this formula, charge and spin)   63.3 kcal per mole
Frontier orbital gap   10.626 eV



Record 2
DFT (the ωB97M-V functional and the def2-TZVPD basis) results for C5H6O2 as an isolated structure in a non-equilibrium geometry.

Geometry as XYZ:
```
13
C5H6O2 (the ωB97M-V functional and the def2-TZVPD basis)
O 1.64 1.60 -1.45
O 0.55 -0.78 1.04
C -1.54 0.31 0.68
C -0.85 -0.99 0.69
C 1.80 0.81 -0.53
C -0.69 -0.12 -0.52
C 0.78 -0.13 -0.17
H -1.09 -0.15 -1.52
H -1.26 -1.99 0.84
H 2.70 0.69 0.10
H 1.81 -0.61 -1.00
H -2.62 0.27 0.48
H -1.24 1.10 1.37
```

Results
DFT total energy   -344.4317 a.u.
M   98.1 g/mol
Max |F|   2.86 eV/A
E_HOMO   -9.1 eV
Relative energy (zero: lowest compared OMol25 entry of this formula, charge and spin)   106.8 kcal per mole
Frontier orbital gap   9.980 eV



Record 3
DFT (the ωB97M-V functional and the def2-TZVPD basis) results for one molecule with the formula C5H6O2S in a non-equilibrium geometry.

Geometry as XYZ:
```
14
C5H6O2S (the ωB97M-V functional and the def2-TZVPD basis)
S 0.80 -1.96 -0.35
O 2.13 -0.91 -2.43
O 1.12 0.57 -1.12
C 0.56 0.63 0.14
C -0.92 1.07 0.12
C -1.26 -0.35 0.60
C 1.49 -0.68 -1.45
C 0.18 -0.71 0.72
H -1.04 1.86 0.88
H 1.20 1.23 0.80
H -1.21 1.32 -0.93
H 0.63 -0.76 1.77
H -1.80 -0.84 -0.23
H -1.88 -0.48 1.49
```

Results
DFT total energy   -742.7660 a.u.
SMILES   O=C1O[C@H]2CC[C@H]2S1
M   130.2 g/mol
Max |F|   2.44 eV/A
E_HOMO   -9.7 eV
Relative energy (zero: lowest compared OMol25 entry of this formula, charge and spin)   11.8 kcal per mole
Frontier orbital gap   10.277 eV



Record 4
DFT (the ωB97M-V functional and the def2-TZVPD basis) results for C5H6O3STi as an isolated structure in a non-equilibrium geometry.

Geometry as XYZ:
```
16
C5H6O3STi (the ωB97M-V functional and the def2-TZVPD basis)
Ti 0.63 -0.84 -0.87
S 0.16 1.00 0.48
O 2.38 -4.58 -1.07
O -2.02 -2.07 -1.91
O 2.57 0.15 -3.05
C 1.79 -0.25 -2.26
C 1.88 -3.54 -1.05
C 0.03 2.53 1.52
C -1.00 -1.60 -1.57
C -1.40 0.30 1.07
H -1.31 -0.79 1.02
H 0.10 2.25 2.57
H -1.54 0.54 2.12
H -2.22 0.66 0.45
H 0.86 3.17 1.27
H -0.90 3.05 1.28
```

Results
DFT total energy   -1666.7353 a.u.
Total charge   +2
M   194.0 g/mol
Max |F|   11.02 eV/A
E_HOMO (alpha / beta)   -18.3 / -18.8 eV
Frontier orbital gap (alpha / beta)   7.475 / 8.030 eV
Spin multiplicity   3



Record 5
DFT (the ωB97M-V functional and the def2-TZVPD basis) results for C5H6O5Tl as an isolated structure in a non-equilibrium geometry.

Geometry as XYZ:
```
17
C5H6O5Tl (the ωB97M-V functional and the def2-TZVPD basis)
Tl -1.38 0.16 -1.38
O -2.45 -1.92 -0.36
O -3.75 -1.55 1.52
O 0.53 -0.60 -2.58
O -1.82 0.71 0.73
O 0.57 -0.18 -0.29
C -0.69 0.67 1.52
C 0.65 0.75 0.78
C -3.03 -1.52 0.60
C 2.66 0.06 -1.70
C 1.35 -0.29 -1.69
H -0.69 -0.36 1.96
H 1.47 0.48 1.47
H 0.87 1.77 0.43
H 2.95 1.09 -1.51
H -0.66 1.42 2.34
H 3.43 -0.70 -1.83
```

Results
DFT total energy   -742.7639 a.u.
Total charge   -1
M   350.5 g/mol
Max |F|   3.55 eV/A
E_HOMO   -3.2 eV
Relative energy (zero: lowest compared OMol25 entry of this formula, charge and spin)   29.7 kcal per mole
Frontier orbital gap   6.252 eV



Record 6
DFT (the ωB97M-V functional and the def2-TZVPD basis) results for one molecule with the formula C5H6OS.

Geometry as XYZ:
```
13
C5H6OS (the ωB97M-V functional and the def2-TZVPD basis)
S 0.34 1.26 1.99
O 0.69 -0.19 -0.85
C 1.70 1.19 0.88
C 1.70 0.54 -0.28
C -1.48 -1.12 -0.93
C -0.77 0.27 1.02
C -0.51 -0.29 -0.15
H -1.65 -0.68 -1.91
H 2.58 0.50 -0.93
H -1.05 -2.14 -1.11
H -1.75 0.12 1.47
H 2.61 1.74 1.17
H -2.41 -1.19 -0.38
```

Results
DFT total energy   -667.4989 a.u.
SMILES   CC1=CSC=CO1
M   114.2 g/mol
Max |F|   0.83 eV/A
E_HOMO   -7.4 eV
Relative energy (zero: lowest compared OMol25 entry of this formula, charge and spin)   24.6 kcal per mole
Frontier orbital gap   8.245 eV



Record 7
DFT (the ωB97M-V functional and the def2-TZVPD basis) results for one molecule with the formula C5H6OS in a non-equilibrium geometry.

Geometry as XYZ:
```
13
C5H6OS (the ωB97M-V functional and the def2-TZVPD basis)
S -2.34 0.12 1.48
O 0.40 2.28 -1.15
C 0.94 -0.03 -0.70
C 0.35 -1.08 0.33
C -0.80 0.90 0.78
C -1.08 -0.50 0.33
C -0.01 1.33 -0.37
H -1.53 -0.60 -0.69
H 0.39 -1.95 -0.28
H 1.04 -1.31 1.35
H -0.09 0.93 1.65
H 0.58 -0.32 -1.78
H 2.14 0.22 -0.93
```

Results
DFT total energy   -667.3603 a.u.
SMILES   O=C1CC[C@H]2S[C@H]12
M   114.2 g/mol
Max |F|   9.23 eV/A
E_HOMO   -9.3 eV
Relative energy (zero: lowest compared OMol25 entry of this formula, charge and spin)   111.6 kcal per mole
Frontier orbital gap   9.108 eV



Record 8
DFT (the ωB97M-V functional and the def2-TZVPD basis) results for one molecule with the formula C5H6OS2 in a non-equilibrium geometry.

Geometry as XYZ:
```
14
C5H6OS2 (the ωB97M-V functional and the def2-TZVPD basis)
S 1.38 2.08 -0.73
S -0.43 0.18 -2.34
O 0.06 -1.55 0.58
C -1.19 -0.61 2.16
C -0.68 -1.77 1.66
C -0.74 0.36 1.28
C 0.71 0.35 -0.89
C 0.04 -0.23 0.33
H 1.60 -0.26 -1.11
H -2.10 -0.64 2.81
H 0.11 -1.02 -2.74
H -0.87 -2.75 1.97
H -0.83 1.49 1.47
H 0.86 2.17 0.51
```

Results
DFT total energy   -1065.6784 a.u.
SMILES   SC(S)c1ccco1
M   146.2 g/mol
Max |F|   4.01 eV/A
E_HOMO   -8.6 eV
Relative energy (zero: lowest compared OMol25 entry of this formula, charge and spin)   31.6 kcal per mole
Frontier orbital gap   9.319 eV



Record 9
DFT (the ωB97M-V functional and the def2-TZVPD basis) results for a 2-piece molecular cluster, C5H6OSe overall.

Geometry as XYZ:
```
13
C5H6OSe (the ωB97M-V functional and the def2-TZVPD basis)
Se -3.36 -0.31 0.11
O 0.80 -0.79 -0.53
C 1.21 0.48 -0.40
C 1.77 -1.57 0.00
C -4.57 0.92 -0.09
C 2.79 -0.81 0.46
C 2.43 0.54 0.20
H 3.00 1.41 0.43
H -4.91 1.24 -1.06
H 0.56 1.24 -0.77
H 3.70 -1.15 0.92
H -5.02 1.42 0.76
H 1.60 -2.63 -0.02
```

Results
DFT total energy   -2670.7040 a.u.
SMILES   c1ccoc1.C=[Se]
M   161.1 g/mol
Max |F|   0.85 eV/A
E_HOMO (alpha / beta)   -8.6 / -8.6 eV
Relative energy (zero: lowest compared OMol25 entry of this formula, charge and spin)   0.0 kcal per mole
Frontier orbital gap (alpha / beta)   7.934 / 7.933 eV



Record 10
DFT (the ωB97M-V functional and the def2-TZVPD basis) results for one molecule with the formula C5H6OSi in a non-equilibrium geometry.

Geometry as XYZ:
```
13
C5H6OSi (the ωB97M-V functional and the def2-TZVPD basis)
Si 2.17 0.56 0.24
O 1.49 -0.57 -0.77
C -2.24 0.43 0.11
C -2.62 0.82 -0.94
C -1.42 -0.33 1.02
C -0.53 -0.98 0.33
C 0.48 -1.39 -0.41
H 2.40 -0.10 1.46
H -1.67 -0.43 1.98
H 1.07 1.56 0.48
H 3.32 1.13 -0.68
H 0.52 -2.22 -1.10
H -2.96 1.51 -1.71
```

Results
DFT total energy   -558.6890 a.u.
SMILES   C#CC=C=CO[SiH3]
M   110.2 g/mol
Max |F|   4.41 eV/A
E_HOMO   -9.1 eV
Relative energy (zero: lowest compared OMol25 entry of this formula, charge and spin)   8.3 kcal per mole
Frontier orbital gap   9.657 eV



Record 11
DFT (the ωB97M-V functional and the def2-TZVPD basis) results for an isolated ion of composition C5H6PS and charge -1 in a non-equilibrium geometry.

Geometry as XYZ:
```
13
C5H6PS (the ωB97M-V functional and the def2-TZVPD basis)
S -0.48 -4.05 -2.46
P -0.77 -2.14 -1.85
C 0.68 -0.36 -0.09
C 0.17 1.80 1.01
C -0.33 0.54 0.44
C 0.63 -1.51 -0.88
C -1.66 0.21 0.63
H 1.68 -0.15 0.22
H 1.60 -1.94 -1.00
H 1.21 1.80 1.23
H 0.13 2.46 0.16
H -2.27 1.05 0.99
H -0.58 2.28 1.60
```

Results
DFT total energy   -933.5652 a.u.
Total charge   -1
M   129.1 g/mol
Max |F|   2.56 eV/A
E_HOMO (alpha / beta)   -3.2 / -2.9 eV
Relative energy (zero: lowest compared OMol25 entry of this formula, charge and spin)   66.7 kcal per mole
Frontier orbital gap (alpha / beta)   5.973 / 5.644 eV



Record 12
DFT (the ωB97M-V functional and the def2-TZVPD basis) results for one molecule with the formula C5H6S in a non-equilibrium geometry.

Geometry as XYZ:
```
12
C5H6S (the ωB97M-V functional and the def2-TZVPD basis)
S 1.51 -0.41 1.16
C 0.05 0.20 0.43
C -1.42 -0.58 -1.10
C -0.31 1.36 -0.51
C -0.81 -0.99 -0.06
C -1.08 0.82 -1.49
H -1.74 1.86 -1.97
H -0.55 -2.15 0.43
H -2.14 -1.13 -1.69
H -0.55 0.55 1.43
H 2.28 0.01 -0.08
H -0.09 2.50 -0.25
```

Results
DFT total energy   -592.1467 a.u.
SMILES   SC1C=CC=C1
M   98.2 g/mol
Max |F|   5.99 eV/A
E_HOMO   -8.9 eV
Relative energy (zero: lowest compared OMol25 entry of this formula, charge and spin)   78.6 kcal per mole
Frontier orbital gap   9.440 eV



Record 13
DFT (the ωB97M-V functional and the def2-TZVPD basis) results for C5H6S3 as an isolated structure in a non-equilibrium geometry.

Geometry as XYZ:
```
14
C5H6S3 (the ωB97M-V functional and the def2-TZVPD basis)
S -2.56 1.68 0.37
S -2.38 -1.48 0.03
S 0.22 -0.13 2.03
C 0.43 0.81 -0.42
C -1.79 0.14 0.34
C -0.48 -1.53 0.03
C 1.64 0.50 -1.08
C -0.34 -0.21 0.43
H 2.20 1.08 -1.67
H -0.16 -1.44 -1.05
H 1.11 1.57 1.77
H 0.05 -2.28 0.61
H -0.13 1.84 -0.54
H 2.18 -0.55 -0.84
```

Results
DFT total energy   -1388.4770 a.u.
M   162.3 g/mol
Max |F|   7.83 eV/A
E_HOMO   -8.8 eV
Relative energy (zero: lowest compared OMol25 entry of this formula, charge and spin)   124.7 kcal per mole
Frontier orbital gap   7.794 eV



Record 14
DFT (the ωB97M-V functional and the def2-TZVPD basis) results for one molecule with the formula C5H6S3 in a non-equilibrium geometry.

Geometry as XYZ:
```
14
C5H6S3 (the ωB97M-V functional and the def2-TZVPD basis)
S 0.50 0.85 -1.51
S 2.71 1.24 0.80
S 1.60 -2.00 -1.11
C 1.35 0.07 0.80
C 0.10 0.53 0.19
C -2.16 -0.26 -0.40
C -1.07 -0.17 0.53
C 1.17 -0.54 -0.51
H -1.16 -0.55 1.49
H -2.71 -1.15 -0.09
H -1.57 -0.21 -1.32
H 1.41 -0.60 1.66
H -2.65 0.73 -0.32
H 2.46 2.07 -0.23
```

Results
DFT total energy   -1388.5244 a.u.
M   162.3 g/mol
Max |F|   5.18 eV/A
E_HOMO   -8.4 eV
Relative energy (zero: lowest compared OMol25 entry of this formula, charge and spin)   95.0 kcal per mole
Frontier orbital gap   7.832 eV



Record 15
DFT (the ωB97M-V functional and the def2-TZVPD basis) results for one molecule with the formula C5H6S3 in a non-equilibrium geometry.

Geometry as XYZ:
```
14
C5H6S3 (the ωB97M-V functional and the def2-TZVPD basis)
S -1.59 -1.77 -1.05
S -2.56 1.44 0.07
S -0.62 -1.11 1.69
C 0.81 -0.46 -0.66
C -0.54 -0.53 -0.02
C 1.41 0.82 -0.29
C 0.67 1.83 0.07
C -1.20 0.76 -0.03
H 0.87 -0.68 -1.72
H -1.56 -2.77 -0.07
H 2.53 0.92 -0.45
H 1.26 -1.29 -0.16
H 0.66 2.94 0.37
H -0.15 -0.09 2.26
```

Results
DFT total energy   -1388.5251 a.u.
M   162.3 g/mol
Max |F|   5.48 eV/A
E_HOMO   -8.0 eV
Relative energy (zero: lowest compared OMol25 entry of this formula, charge and spin)   94.6 kcal per mole
Frontier orbital gap   7.742 eV